Formula: C17H23F5NO2P2SYb
Source: OMol25
Level of theory: ωB97M-V with the def2-TZVPD basis set

Properties
* expectation value of S²: 0.75
* energy: -3605.21030 Eh
* HOMO energy (spin up / spin down): -14.115 / -14.116 eV
* frontier orbital gap (spin up / spin down): 7.367 / 6.149 eV

The geometry in ORCA input format:
```
! RIJCOSX wB97M-V def2-TZVPD def2/J DEFGRID3
* xyz 2 2
Yb -0.1870 -0.0483 0.3543
P 2.1584 -1.1085 0.1432
C 2.3052 -1.5148 -1.6311
C 0.9731 -1.7792 -2.3615
N -0.1616 -1.2328 -1.8669
C -1.3414 -1.4347 -2.4949
C -1.4153 -2.2184 -3.6468
C -0.2584 -2.7905 -4.1786
C 0.9489 -2.5590 -3.5181
C -2.6170 -0.8083 -1.8925
P -2.3453 0.6949 -0.8837
H 1.8896 -2.9672 -3.8800
H -2.3893 -2.3657 -4.1037
H -0.2957 -3.3958 -5.0818
H -3.3352 -0.5579 -2.6878
H -3.0975 -1.5532 -1.2316
H 2.7880 -0.6267 -2.0963
H 2.9782 -2.3788 -1.7263
H 1.6749 3.8796 -2.4965
O 2.4385 3.5933 -3.0354
H 2.2779 4.0022 -3.9197
H -1.5714 4.8629 -0.3793
O -1.2238 5.6037 -0.9235
H -1.6577 6.3942 -0.5503
C -2.4786 2.0466 -2.0768
H -3.4393 2.0499 -2.5921
H -2.3185 3.0060 -1.5723
H -1.6657 1.9401 -2.8021
C -3.8084 0.8376 0.1818
H -3.6969 1.7373 0.7994
H -4.7476 0.8914 -0.3729
H -3.8407 -0.0111 0.8768
C 2.1299 -2.7211 0.9784
H 3.0248 -3.3083 0.7721
H 2.0320 -2.5754 2.0599
H 1.2446 -3.2825 0.6624
C 3.7168 -0.3217 0.6148
H 3.6636 -0.0567 1.6786
H 4.5930 -0.9476 0.4311
H 3.8027 0.6235 0.0631
F 0.4292 -1.5162 6.8243
C 0.3566 -0.7837 5.7052
C 0.7770 0.5477 5.7330
F 1.2423 1.1155 6.8652
C 0.6944 1.3198 4.5843
F 1.1083 2.6094 4.6068
C 0.1621 0.8214 3.3691
S 0.0457 1.9659 2.0855
C -0.2186 -0.5467 3.3923
F -0.6895 -1.1569 2.1979
C -0.1364 -1.3390 4.5178
F -0.5189 -2.6357 4.5052
*
```